*P*
Formula: C17H21N3O4
Source: the OMol25 dataset
Level of theory: wB97M-V/def2-TZVPD

Element x y z (Å)
O  -2.18140  -0.48408  2.12010
O  2.02040  -1.02928  2.10915
N  -1.05217  0.28291  3.79857
O  -0.25633  0.18452  5.67594
O  -0.79877  -3.75199  -5.54967
C  -1.13933  0.08344  2.45573
C  1.26803  -0.09175  2.38832
C  0.10990  0.22237  4.34474
C  -0.10658  4.72282  1.42441
C  1.03829  4.09103  1.84889
C  -1.20666  3.97163  1.06372
C  1.15824  2.69279  1.94638
C  -1.18579  2.54510  1.09752
C  0.00267  1.90185  1.43272
N  1.30725  0.07822  3.75383
N  0.12982  -0.28265  0.12832
C  -0.47353  -3.43012  -4.16742
C  0.14330  -1.69973  0.01129
C  0.86070  0.35392  -0.96892
C  -0.43851  -1.92918  -3.81077
C  -0.33777  -2.26498  -1.32686
C  0.34997  -0.07696  -2.36630
C  0.26105  -1.51075  -2.52567
C  0.03219  0.37244  1.46935
H  -1.22636  0.17644  5.69381
H  -1.49075  -3.13326  -5.71138
H  -0.10006  5.78796  1.29227
H  1.84898  4.63492  2.41431
H  -2.11412  4.40585  0.61927
H  2.01364  2.23801  2.33221
H  -1.87543  1.87250  0.61551
H  2.04214  -0.22282  4.30690
H  0.52044  -3.81275  -3.81727
H  -1.24487  -3.92390  -3.51717
H  -0.37173  -2.14472  0.80808
H  1.15876  -2.03232  0.03277
H  0.86581  1.44332  -1.04435
H  1.89916  0.01943  -0.82820
H  -1.52638  -1.57610  -3.79175
H  0.05146  -1.50857  -4.70051
H  -0.01303  -3.31387  -1.29194
H  -1.48337  -2.42836  -1.45407
H  -0.69353  0.20068  -2.42580
H  0.94431  0.27160  -3.23650
H  1.28993  -1.90566  -2.64955

Results
Kohn-Sham gap: 8.451 eV
Multiplicity: 1



*Q*
Formula: C17H21N3O4
Source: the OMol25 dataset
Level of theory: wB97M-V/def2-TZVPD

Element x y z (Å)
C  4.16222  1.89207  -1.54205
C  4.24938  1.68320  -0.03548
H  4.66577  0.69814  0.19045
H  4.89051  2.44758  0.41431
O  3.00572  1.88166  0.61764
C  1.92338  1.09558  0.39827
C  0.72130  1.66147  0.82884
C  -0.48118  0.99614  0.68923
C  -0.50759  -0.27237  0.11315
C  0.67275  -0.86425  -0.30578
C  1.90640  -0.19426  -0.14928
O  3.07223  -0.78166  -0.58024
C  3.42968  -2.04181  -0.02199
C  3.73999  -3.03625  -1.13037
H  2.85132  -3.20247  -1.73189
H  4.52633  -2.64268  -1.76888
H  4.06739  -3.97886  -0.70002
H  2.63306  -2.41958  0.62360
H  4.32425  -1.87919  0.59752
O  0.75431  -2.08640  -0.90793
C  -0.37796  -2.92878  -0.96481
C  -0.69899  -3.57806  0.37834
H  -0.92660  -2.82682  1.13093
H  -1.55445  -4.23887  0.26972
H  0.15340  -4.16002  0.72066
H  -1.24766  -2.38881  -1.35847
H  -0.10028  -3.69875  -1.69045
H  -1.44271  -0.80110  0.02515
C  -1.71424  1.66540  1.19415
O  -1.72867  2.39146  2.15317
N  -2.83299  1.37406  0.42838
C  -4.12324  1.80424  0.61545
N  -4.95579  1.47211  -0.37632
C  -6.21134  1.85954  -0.24931
C  -6.65955  2.57480  0.85226
C  -5.70738  2.85089  1.82442
N  -4.44994  2.46865  1.71271
H  -5.94985  3.39415  2.72833
H  -7.68425  2.89136  0.94758
H  -6.87145  1.58248  -1.06182
H  -2.70449  0.86847  -0.43792
H  0.74736  2.63794  1.28416
H  5.16094  1.87145  -1.96910
H  3.56974  1.10414  -1.99802
H  3.70316  2.85401  -1.75832

Results
Kohn-Sham gap: 9.161 eV
Multiplicity: 1



Which of them is most stable? Easy: *Q*.



*P*
Formula: C42H41EuNO3P2S
Source: the OMol25 dataset
Level of theory: wB97M-V/def2-TZVPD

Element x y z (Å)
Eu  -0.49873  1.29180  -0.61865
C  -1.79550  1.02915  -6.10534
C  -1.86657  -0.28530  -5.90261
C  -1.19890  -1.29898  -6.80419
C  0.24330  -0.98157  -7.26523
C  1.09728  -0.10671  -6.39856
C  1.14531  1.22960  -6.46612
C  0.24163  2.07819  -7.29409
C  -1.23532  1.62552  -7.36090
C  1.39383  0.54183  0.83494
H  -2.22138  1.74746  -5.40024
H  -2.57324  -0.71166  -5.17056
H  -1.83012  -1.42944  -7.69962
H  -1.19794  -2.27922  -6.31404
H  0.75770  -1.95013  -7.38345
H  0.18072  -0.51694  -8.25598
H  1.82875  -0.66499  -5.81471
H  2.03674  1.76810  -6.13636
H  0.64541  2.12177  -8.31198
H  0.27283  3.10592  -6.92628
H  -1.84513  2.49191  -7.67717
H  -1.30777  0.86430  -8.15126
H  1.10027  1.37692  1.49608
H  2.46428  0.38492  0.87802
H  0.89228  -0.35049  1.21018
P  -1.64335  -0.85205  -2.39668
P  1.74722  -0.11288  -1.78178
C  -0.27855  -1.16688  -3.47362
C  1.04447  -0.82885  -3.28595
C  -2.56635  -2.33460  -2.02229
C  -2.85253  -3.33544  -2.97712
C  -3.64582  -4.42767  -2.60870
C  -4.10117  -4.55626  -1.29047
C  -3.74059  -3.60862  -0.31775
C  -2.96188  -2.51227  -0.67133
C  -2.72164  0.59243  -2.69310
C  -2.17302  1.91147  -2.80716
C  -3.00044  3.02365  -2.59084
C  -4.39202  2.85556  -2.56781
C  -4.95666  1.57084  -2.56493
C  -4.12428  0.45522  -2.56598
C  3.26135  -1.08377  -1.56385
C  3.06010  -2.35070  -0.97842
C  4.17219  -3.14432  -0.70631
C  5.46205  -2.71097  -1.02173
C  5.63801  -1.46221  -1.61438
C  4.54722  -0.63689  -1.90312
C  2.22700  1.59805  -2.25249
C  2.38029  2.55533  -1.23088
C  2.71677  3.87036  -1.54548
C  2.88990  4.24597  -2.87926
C  2.67495  3.31688  -3.90290
C  2.33597  2.00164  -3.58751
H  -0.56114  -1.79630  -4.32147
H  1.79783  -1.18927  -4.00286
H  -2.45196  -3.23751  -3.98918
H  -3.90970  -5.17446  -3.36360
H  -4.74473  -5.39393  -1.02303
H  -4.06678  -3.72152  0.71786
H  -2.61393  -1.78890  0.08091
H  -1.10415  2.05764  -3.06264
H  -2.55825  4.02185  -2.45192
H  -5.05933  3.72168  -2.54113
H  -6.04425  1.43092  -2.53861
H  -4.53407  -0.54925  -2.45532
H  2.03732  -2.67102  -0.72530
H  4.01503  -4.10948  -0.24297
H  6.32404  -3.34726  -0.83860
H  6.62757  -1.10212  -1.87254
H  4.66097  0.35336  -2.36086
H  2.22744  2.23851  -0.19179
H  2.85763  4.58799  -0.73795
H  3.23410  5.24849  -3.12531
H  2.80125  3.60837  -4.94643
H  2.13147  1.26605  -4.35729
O  -0.58419  -2.22609  1.75135
C  -1.08410  -1.16793  2.15153
N  -1.51846  -0.17571  1.25316
S  -2.20241  1.13331  1.97493
O  -1.36430  2.27923  1.52442
O  -3.61476  1.22527  1.74705
C  -1.89022  0.54499  3.61012
C  -2.40141  1.06473  4.80540
C  -2.16994  0.34619  5.99801
C  -1.50917  -0.89364  5.94570
C  -1.08789  -1.43434  4.73144
C  -1.28799  -0.70874  3.55636
H  -2.91448  2.03460  4.80218
H  -2.57083  0.74058  6.94754
H  -1.37589  -1.45343  6.86689
H  -0.59426  -2.40046  4.66500

Results
Expectation value of S²: 15.763
Kohn-Sham gap (spin up / spin down): 5.843 / 6.022 eV
Multiplicity: 8



*Q*
Formula: C42H41EuNO3P2S
Source: the OMol25 dataset
Level of theory: wB97M-V/def2-TZVPD

Element x y z (Å)
Eu  -0.34959  -1.82852  0.82672
C  4.02264  2.30075  0.48420
C  3.00528  3.16083  0.35513
C  2.92940  4.22678  -0.71515
C  3.30195  3.78339  -2.15569
C  3.09760  2.34612  -2.50325
C  4.03852  1.40125  -2.31169
C  5.33964  1.65429  -1.63534
C  5.27671  2.47867  -0.32538
C  -1.87134  -2.55936  -1.07254
H  4.02319  1.52078  1.26372
H  2.21990  3.20262  1.12165
H  3.60610  5.08822  -0.49013
H  1.89253  4.63181  -0.71377
H  2.69431  4.38696  -2.85786
H  4.36370  4.02034  -2.34520
H  2.21712  2.17164  -3.11497
H  4.06168  0.44938  -2.83832
H  6.04486  2.17639  -2.32844
H  5.74413  0.64494  -1.42221
H  6.16093  2.19935  0.27463
H  5.36989  3.54947  -0.59859
H  -1.81583  -3.53252  -0.50030
H  -1.91020  -2.83992  -2.14203
H  -2.81112  -2.05395  -0.77858
P  -0.19255  1.20525  1.05784
P  -0.27733  -0.63125  -1.90693
C  0.54319  1.70467  -0.49446
C  0.45799  0.99511  -1.67603
C  -1.28390  2.47122  1.72572
C  -1.04597  3.85606  1.66464
C  -1.92977  4.72594  2.30515
C  -3.05520  4.24228  2.97611
C  -3.31799  2.86247  2.99386
C  -2.44493  1.98802  2.37292
C  1.10339  0.70647  2.27922
C  1.99913  -0.34069  1.93105
C  2.71978  -0.98174  2.95674
C  2.71885  -0.44438  4.25513
C  1.92046  0.66502  4.55957
C  1.08925  1.21966  3.59216
C  -1.18897  -0.40683  -3.45166
C  -2.43898  0.24033  -3.34808
C  -3.27620  0.30967  -4.45820
C  -2.85954  -0.24899  -5.67706
C  -1.63268  -0.91324  -5.76936
C  -0.79115  -1.00030  -4.65725
C  1.15392  -1.74446  -2.16517
C  0.99603  -3.11509  -1.88694
C  2.03901  -4.00378  -2.12225
C  3.25791  -3.53435  -2.62737
C  3.43736  -2.15811  -2.86945
C  2.36947  -1.27691  -2.67155
H  0.96054  2.72960  -0.52231
H  0.73040  1.49959  -2.61725
H  -0.17826  4.24232  1.13516
H  -1.73203  5.79834  2.27618
H  -3.73831  4.92970  3.47933
H  -4.20395  2.46835  3.49208
H  -2.65161  0.91171  2.39382
H  2.12176  -0.66302  0.87692
H  3.26431  -1.90861  2.74538
H  3.34400  -0.90400  5.03418
H  1.92325  1.06833  5.57357
H  0.40236  2.02365  3.84137
H  -2.76386  0.65981  -2.38793
H  -4.25192  0.79839  -4.36696
H  -3.50348  -0.15633  -6.55223
H  -1.33119  -1.37295  -6.71333
H  0.15430  -1.53469  -4.71814
H  0.03518  -3.50574  -1.54688
H  1.88720  -5.07107  -1.92523
H  4.06552  -4.24272  -2.84774
H  4.40880  -1.79361  -3.22881
H  2.43621  -0.21908  -2.90899
O  -2.13858  -5.56378  3.27956
S  -2.83528  -4.90044  2.21291
O  -2.99855  -5.55781  0.94547
N  -2.10658  -3.42847  1.89531
C  -2.77947  -2.33878  2.28365
O  -2.31981  -1.16941  2.10628
C  -4.09190  -2.71601  2.84610
C  -5.13049  -1.86350  3.20829
C  -6.32789  -2.36925  3.73142
C  -6.51204  -3.76406  3.78377
C  -5.49298  -4.60848  3.31654
C  -4.30247  -4.07275  2.83761
H  -4.95152  -0.80706  3.04706
H  -7.12207  -1.69762  4.09779
H  -7.43041  -4.18576  4.20494
H  -5.56171  -5.68655  3.32614

Results
Expectation value of S²: 15.762
Kohn-Sham gap (spin up / spin down): 5.814 / 5.926 eV
Multiplicity: 8



Which of them is most stable? Easy: *Q*.



*P*
Formula: CF3O2P
Source: the OMol25 dataset
Level of theory: wB97M-V/def2-TZVPD

Element x y z (Å)
C  -0.84087  -0.11291  -0.07486
O  2.81931  0.03535  -0.09617
O  0.43871  -0.23411  -0.32126
F  -1.27708  -1.13577  0.68005
F  -1.68458  -0.22155  -1.15347
F  -1.08011  0.96769  0.55954
P  1.62462  0.70132  0.40618

Results
Kohn-Sham gap: 10.683 eV
Multiplicity: 1



*Q*
Formula: CF3O2P
Source: the OMol25 dataset
Level of theory: wB97M-V/def2-TZVPD

Element x y z (Å)
C  -0.32112  -0.00707  -0.80954
O  0.42685  0.45815  0.11049
O  0.69690  -0.43283  2.63745
F  -0.11619  -1.27140  -1.18787
F  -0.27440  0.83344  -1.90731
F  -1.62738  -0.05948  -0.46862
P  1.21535  0.47919  1.62541

Results
Kohn-Sham gap: 10.924 eV
Multiplicity: 1



Which of them is most stable? Easy: *P*.